A structure of composition C49H45MnN2O3P2S at a distorted geometry. Source: OMol25; level of theory: ωB97M-V/def2-TZVPD.

Structure (XYZ):
```
103
Properties=species:S:1:pos:R:3:forces:R:3
Mn -0.257 -0.412 0.349 -0.5756 -0.1478 0.1043
O 0.265 -2.941 1.380 1.0580 0.1603 -0.0753
C -0.204 -3.310 0.111 -1.8358 -1.7021 1.4063
C -1.309 -1.665 -1.588 0.8168 -0.5714 0.3804
O -1.595 -1.980 -2.699 -0.3547 0.3121 -0.7078
O -1.767 -0.737 -0.819 -0.3419 0.4604 0.0890
C 2.144 -3.193 -0.733 -0.4587 2.5836 -2.0544
C 2.780 -2.071 -1.369 -0.7271 -1.4623 1.0455
C 4.074 -1.739 -0.995 -1.1604 0.0562 -1.0259
C 4.685 -2.470 -0.015 -0.7631 -1.9727 0.7765
C 4.077 -3.627 0.542 1.8692 0.9678 1.4141
C 2.802 -3.963 0.188 -0.3134 0.0039 -0.4024
C -1.372 -4.249 0.354 0.3294 -0.5798 0.7604
C -2.661 -3.942 0.020 -0.0545 -0.3203 -0.2048
C -3.714 -4.836 0.216 1.3047 1.9972 0.2669
C -3.430 -5.962 0.893 -2.7905 -2.9953 -0.3374
C -2.158 -6.334 1.275 0.0304 -0.3018 0.8110
C -1.123 -5.461 1.072 0.4473 1.1921 -1.2487
H 1.247 -3.020 1.375 -0.5978 0.2888 0.0877
H 2.230 -1.410 -2.046 0.1800 -0.6558 0.1460
H 4.468 -0.906 -1.557 0.6876 0.1517 0.4963
H 5.606 -2.227 0.414 1.4843 0.5783 0.1928
H 4.612 -4.137 1.401 -0.7186 0.4913 -1.3482
H 2.239 -4.761 0.610 -0.0108 -0.8249 0.5025
H -2.890 -3.012 -0.414 -0.1869 1.0435 -0.6274
H -4.673 -4.466 -0.042 -0.9287 -0.3316 -0.2351
H -4.298 -6.698 0.985 1.4090 0.9168 0.3120
H -2.088 -7.285 1.803 0.4891 0.2625 -0.1545
H -0.094 -5.650 1.352 -0.0700 -0.2999 0.2029
C -0.563 2.872 1.437 -0.5854 0.3280 -0.2937
N 0.054 2.844 0.112 1.0768 -0.0472 0.3112
C 1.466 3.182 0.098 -0.2143 -0.0408 0.0075
P 2.444 1.636 -0.029 1.3862 -1.0474 -0.0916
C 4.192 2.108 0.326 -1.2516 1.5534 -1.6266
C 4.906 1.560 1.363 -0.6178 -0.9711 1.5517
C 6.112 2.114 1.784 0.2949 -0.1770 -1.7104
C 6.678 3.125 1.004 1.8103 0.5458 1.0528
C 5.979 3.693 -0.050 -1.5698 -0.7541 -0.0113
C 4.697 3.233 -0.413 1.0236 -0.5182 0.7239
C 2.361 1.206 -1.813 -0.6510 -0.1616 1.8974
C 3.436 1.212 -2.660 0.4329 0.8441 -1.2781
C 3.244 0.968 -4.014 0.9449 -1.1004 -1.4841
C 2.034 0.433 -4.503 0.8413 0.6007 -1.4658
C 1.028 0.305 -3.602 -1.7364 0.3644 1.2991
C 1.149 0.760 -2.254 -0.7064 -0.9862 -2.1325
C -0.720 3.495 -0.864 -1.4227 1.1014 -0.6616
C -0.756 4.900 -1.018 0.0804 0.1740 -0.1302
C -1.719 5.525 -1.818 -0.2422 -0.0707 1.0267
C -2.711 4.766 -2.414 0.4465 -0.0192 -0.3918
C -2.612 3.403 -2.334 -0.0067 -1.0572 0.3256
C -1.669 2.749 -1.537 0.0646 -1.0287 -0.8423
P -1.517 1.338 1.607 -0.2812 -1.1056 0.7544
C -3.187 1.637 0.963 0.4175 1.9962 0.2460
C -3.956 0.549 0.694 0.7202 -0.9192 0.2587
C -5.201 0.718 0.161 -0.8460 -0.5819 -0.5450
C -5.746 1.949 -0.089 0.2005 0.8541 1.0318
C -5.021 3.089 0.327 -0.2922 -1.2743 -0.4458
C -3.750 2.934 0.801 2.1413 1.0113 1.3177
C -1.865 1.132 3.403 -0.1327 -0.5149 0.1054
C -1.481 -0.046 4.081 -1.5125 3.3818 -0.5783
C -1.892 -0.155 5.367 0.4131 -1.8141 1.7107
C -2.642 0.766 6.038 -0.5322 1.4942 -1.3207
C -3.112 1.906 5.378 0.6966 -1.0882 0.5508
C -2.693 2.030 4.090 -0.0801 1.1695 -1.4702
H -1.229 3.751 1.539 0.5550 -0.2524 0.1797
H 0.205 2.874 2.198 0.1019 0.0097 0.3245
H 1.786 3.681 1.017 0.0917 0.2684 -0.1606
H 1.650 3.795 -0.803 0.3591 -0.2292 0.5373
H 4.459 0.694 1.926 0.5496 0.9972 -0.6635
H 6.694 1.620 2.532 0.1060 0.0035 0.5454
H 7.745 3.492 1.261 -2.0218 -0.5453 -0.4732
H 6.337 4.513 -0.609 0.7642 0.6964 -0.4137
H 4.245 3.741 -1.298 -0.1054 -0.7346 0.9912
H 4.379 1.558 -2.294 0.5321 -0.0184 -0.0336
H 4.081 1.030 -4.756 -0.6479 0.1718 1.0381
H 1.840 0.203 -5.621 0.6408 0.3230 2.1500
H 0.076 -0.078 -3.959 -0.0604 -0.0294 0.3088
H 0.276 0.692 -1.622 -0.0484 0.1689 -0.0033
H -0.056 5.550 -0.493 -0.0102 -0.2729 0.0334
H -1.852 6.600 -1.815 0.5173 0.0379 -0.0988
H -3.513 5.210 -2.984 0.0180 0.1457 -0.0137
H -3.322 2.796 -2.849 -0.4671 -0.3447 -0.2766
H -1.657 1.614 -1.494 -0.1736 1.6105 0.0686
H -3.572 -0.446 0.923 -0.1598 0.1593 -0.2566
H -5.770 -0.155 -0.073 -0.3699 -0.4329 -0.1042
H -6.780 1.979 -0.395 0.0165 0.3619 -0.3282
H -5.415 4.063 0.307 -0.6665 0.9996 -0.2620
H -3.157 3.890 1.162 -1.2920 -2.0797 -0.9645
H -0.959 -0.776 3.603 1.5324 -2.0153 -1.2094
H -1.634 -1.050 5.933 0.1046 0.1060 -0.1866
H -2.869 0.595 7.027 -0.5801 -0.3955 2.0896
H -3.758 2.679 5.775 0.0625 -0.2658 0.3815
H -3.101 2.920 3.624 0.2884 -0.0557 -0.6439
C -0.936 -4.858 -2.683 2.2108 -0.1137 0.1462
C 0.548 -4.316 -2.319 -2.8448 1.4647 -1.1192
C 0.681 -3.452 -1.046 1.4085 0.5072 -1.3472
N -0.175 -2.251 -0.854 0.3549 0.9415 0.1933
H -0.945 -5.351 -3.659 0.2319 0.1742 0.1114
H -1.625 -4.049 -2.694 -0.3100 0.5516 -0.2202
H -1.303 -5.558 -1.965 -0.0029 -0.6471 0.5590
H 0.873 -3.703 -3.228 -0.2964 -0.4328 1.4205
H 1.298 -5.038 -2.204 0.7479 -1.5817 0.0060
S 1.894 0.071 1.208 0.3353 1.3066 -0.5694
```
Forces are in eV/Å.

HOMO energy (spin up / spin down) = -11.16 / -10.59 eV
LUMO level (spin up / spin down) = -2.287 / -2.251 eV
HOMO-LUMO gap (spin up / spin down) = 8.88 / 8.34 eV
Spin multiplicity = 4
Net charge = +1

These are the Mulliken partial charges, in e, on atoms 1 to 99: number 1, Mn, carries 1.758; number 2, O, carries -0.586; number 3, C, carries 0.664; number 4, C, carries 0.016; number 5, O, carries -0.664; number 6, O, carries -0.573; number 7, C, carries -1.936; number 8, C, carries -0.086; number 9, C, carries -0.653; number 10, C, carries -0.849; number 11, C, carries -0.795; number 12, C, carries 0.145; number 13, C, carries -0.503; number 14, C, carries 0.951; number 15, C, carries -1.465; number 16, C, carries -0.232; number 17, C, carries -0.919; number 18, C, carries -0.511; number 19, H, carries 0.563; number 20, H, carries 0.564; number 21, H, carries 0.584; number 22, H, carries 0.535; number 23, H, carries 0.310; number 24, H, carries 0.558; number 25, H, carries 0.687; number 26, H, carries 0.495; number 27, H, carries 0.280; number 28, H, carries 0.416; number 29, H, carries 0.387; number 30, C, carries -1.521; number 31, N, carries 1.445; number 32, C, carries -1.349; number 33, P, carries 1.800; number 34, C, carries 0.472; number 35, C, carries -0.160; number 36, C, carries -0.816; number 37, C, carries -0.431; number 38, C, carries -0.757; number 39, C, carries -0.424; number 40, C, carries 1.444; number 41, C, carries -0.730; number 42, C, carries -0.875; number 43, C, carries -0.805; number 44, C, carries -1.260; number 45, C, carries 0.327; number 46, C, carries -0.476; number 47, C, carries -0.319; number 48, C, carries -0.826; number 49, C, carries -0.637; number 50, C, carries -1.006; number 51, C, carries 0.234; number 52, P, carries 0.691; number 53, C, carries 0.591; number 54, C, carries -0.554; number 55, C, carries -0.604; number 56, C, carries -0.850; number 57, C, carries -0.567; number 58, C, carries 0.071; number 59, C, carries 0.634; number 60, C, carries -0.782; number 61, C, carries -0.671; number 62, C, carries -0.537; number 63, C, carries -0.904; number 64, C, carries -0.160; number 65, H, carries 0.527; number 66, H, carries 0.695; number 67, H, carries 0.449; number 68, H, carries 0.654; number 69, H, carries 0.272; number 70, H, carries 0.408; number 71, H, carries 0.310; number 72, H, carries 0.458; number 73, H, carries 0.336; number 74, H, carries 0.713; number 75, H, carries 0.336; number 76, H, carries 0.346; number 77, H, carries 0.522; number 78, H, carries -0.647; number 79, H, carries 0.476; number 80, H, carries 0.357; number 81, H, carries 0.469; number 82, H, carries 0.517; number 83, H, carries -0.016; number 84, H, carries 0.358; number 85, H, carries 0.466; number 86, H, carries 0.460; number 87, H, carries 0.510; number 88, H, carries 0.018; number 89, H, carries 0.813; number 90, H, carries 0.362; number 91, H, carries 0.497; number 92, H, carries 0.449; number 93, H, carries 0.228; number 94, C, carries -1.249; number 95, C, carries -0.624; number 96, C, carries 1.011; number 97, N, carries 0.470; number 98, H, carries 0.475; number 99, H, carries 0.304